This record from the Open Molecules 2025 dataset describes an isolated molecule of C4N2 in a non-equilibrium geometry. The level of theory is ωB97M-V/def2-TZVPD.

Geometry (Å):
C: -0.33671 0.52111 0.58412
C: -1.20777 -0.12159 1.30229
C: -1.65569 -1.32300 1.32568
N: 1.53363 -0.38333 -1.86464
C: 0.54167 1.06202 -0.18429
N: 1.06974 0.27527 -1.08564

Calculated values
Orbital gap in hartree: 0.3126
LUMO energy in Eh: -0.0529
HOMO in eV: -9.9
Energy relative to the best compared isomer or geometry (same formula, charge and spin) in kcal per mole: 108.8